Entry from the Open Molecules 2025 dataset: C31H44BCrN11O2S as an isolated structure at a distorted geometry (ωB97M-V/def2-TZVPD).

DFT total energy = -93275.6889 eV
Energy relative to the best compared isomer or geometry (same formula, charge and spin) = 0.000 eV
⟨S²⟩ = 0.7746
Frontier orbital gap (spin up / spin down) = 7.1 / 7.6 eV
Strongest force on any atom = 2.08 eV/Å

```
! RIJCOSX wB97M-V def2-TZVPD def2/J DEFGRID3
* xyz 1 2
Cr 0.00 0.24 -0.38
C -4.32 -1.89 -0.85
C -2.89 -2.33 -0.53
C -2.77 -3.85 -0.56
C -2.45 -1.80 0.80
C -3.10 -2.02 2.03
C -2.38 -1.31 2.96
N -1.35 -0.72 2.33
N -1.38 -1.03 1.01
B -0.23 0.12 2.95
N -0.18 1.53 2.30
C -0.21 2.64 3.05
C -0.10 3.73 2.22
C 0.01 3.22 0.93
N -0.04 1.87 0.98
C 0.12 4.13 -0.26
C -1.20 4.25 -1.03
C 1.31 3.84 -1.19
N 1.06 -0.63 2.68
C 1.99 -1.04 3.56
C 2.91 -1.79 2.87
C 2.44 -1.81 1.55
N 1.32 -1.09 1.45
C 3.07 -2.51 0.38
C 2.93 -4.03 0.51
C 4.54 -2.11 0.22
H -4.61 -2.23 -1.84
H -5.02 -2.33 -0.13
H -4.43 -0.81 -0.80
H -2.23 -1.92 -1.30
H -3.46 -4.30 0.17
H -3.03 -4.24 -1.55
H -1.76 -4.17 -0.32
H -3.99 -2.61 2.20
H -2.51 -1.20 4.02
H -0.41 0.26 4.12
H -0.32 2.59 4.12
H -0.09 4.77 2.51
H 0.31 5.11 0.18
H -1.42 3.34 -1.58
H -2.02 4.44 -0.34
H -1.15 5.08 -1.73
H 1.27 2.84 -1.61
H 1.30 4.55 -2.02
H 2.24 3.96 -0.65
H 1.93 -0.77 4.60
H 3.79 -2.28 3.27
H 2.52 -2.20 -0.50
H 3.48 -4.39 1.38
H 1.88 -4.31 0.62
H 3.33 -4.53 -0.38
H 5.15 -2.58 0.99
H 4.92 -2.43 -0.75
H 4.66 -1.03 0.30
C 1.11 -4.09 -3.38
N 1.96 -2.93 -3.19
C 3.22 -2.75 -3.71
C 3.69 -1.59 -3.23
N 2.70 -1.03 -2.42
C 1.63 -1.89 -2.40
S 0.17 -1.87 -1.56
C 2.94 0.12 -1.64
C 4.08 0.86 -1.93
C 4.58 1.74 -0.99
C 3.93 1.84 0.23
C 2.74 1.17 0.39
N 2.20 0.37 -0.55
H 1.64 -4.81 -3.99
H 0.18 -3.81 -3.86
H 0.87 -4.54 -2.41
H 3.68 -3.47 -4.36
H 4.64 -1.13 -3.40
H 4.58 0.75 -2.88
H 5.47 2.32 -1.20
H 4.31 2.46 1.03
H 2.19 1.27 1.31
C -3.61 1.75 -2.28
C -2.26 1.23 -1.90
N -1.92 0.87 -0.71
O -2.84 1.21 0.25
C -1.19 1.17 -2.84
C -1.35 1.47 -4.30
N -0.03 0.90 -2.30
O 1.01 0.90 -3.03
H -4.20 1.95 -1.40
H -4.13 1.01 -2.90
H -3.50 2.65 -2.87
H -2.74 0.55 0.95
H -2.29 1.08 -4.67
H -0.52 1.03 -4.84
H -1.33 2.55 -4.47
*
```